# C4H6BrNO2S

C4H6BrNO2S as an isolated structure in a non-equilibrium geometry (ωB97M-V/def2-TZVPD, OMol25).

```
15
Properties=species:S:1:pos:R:3:forces:R:3
C -1.686 -0.190 -2.018 -1.7829 -1.0678 -0.2101
C -1.061 0.602 -1.191 1.4421 1.4891 0.7216
C 0.865 1.270 0.443 2.4712 -2.9961 1.5543
C 1.182 -0.468 1.370 2.4183 2.1043 -1.8067
N 0.248 -1.422 0.818 1.6231 0.8004 -1.2360
O 0.660 -1.772 -0.279 -0.5222 -0.9495 -0.4927
O -0.785 -1.697 1.321 -1.8916 -0.5304 0.8959
S 0.694 0.942 -1.215 -0.3051 0.0638 -1.3513
Br 1.068 -0.217 3.244 0.1562 -0.0847 -0.1144
H -2.834 -0.307 -1.865 2.2899 0.0349 -0.7594
H -1.063 -0.781 -2.736 -1.1200 0.4254 0.5895
H -1.401 1.283 -0.415 -1.0979 -0.5329 -0.2021
H 1.770 1.817 0.699 0.4475 -0.4596 -0.2967
H 0.138 1.817 0.949 -1.9282 0.2278 0.8279
H 2.204 -0.878 0.876 -2.2003 1.4750 1.8800
```
Forces are in eV/Å.

Output
E_tot	-90702.2505	eV
orbital gap	8.7	eV
total charge	0


# C40H32N9O3PS5Ti

C40H32N9O3PS5Ti as an isolated structure in a non-equilibrium geometry (ωB97M-V/def2-TZVPD, OMol25).

```
91
Properties=species:S:1:pos:R:3:forces:R:3
Ti 0.358 -0.542 -0.147 -0.3434 1.4742 -0.6934
S -1.619 0.812 0.466 -0.2175 0.3294 0.0859
C -1.581 2.481 -0.200 -0.1622 0.1212 -0.1848
C -1.150 3.515 0.624 -0.0085 -0.1045 -0.1699
C -1.132 4.854 0.220 0.1614 0.2217 0.4255
C -0.698 5.896 1.117 -0.0781 -0.3866 -0.1959
N -0.354 6.730 1.838 -0.0314 -0.1006 -0.0252
C -1.576 5.159 -1.078 -0.0164 0.4835 -0.1024
C -2.038 4.160 -1.896 -0.0157 -0.2470 -0.0431
C -2.107 2.787 -1.506 0.0155 0.0366 0.1702
S -2.835 1.667 -2.563 0.0826 0.1112 0.0873
C -1.598 6.535 -1.549 0.0160 -0.4379 0.1399
N -1.636 7.623 -1.924 0.0025 -0.0655 0.0126
H -0.823 3.280 1.623 0.1168 -0.0770 0.1798
H -2.400 4.415 -2.883 -0.0137 -0.0580 -0.0253
O 1.193 -3.321 1.871 -0.3323 0.0648 -0.0755
S 2.363 -2.639 1.328 -0.4070 -0.4447 -0.1051
O 3.403 -3.504 0.867 0.3936 0.1169 -0.1933
O 1.976 -1.589 0.336 0.8090 -1.0680 0.3444
C 2.944 -1.795 2.772 0.0996 -0.0318 0.0269
C 4.133 -2.234 3.345 -0.1708 0.0203 -0.4251
C 4.504 -1.753 4.582 0.1159 0.0294 0.2065
C 3.691 -0.841 5.234 -0.1501 0.1893 0.1544
C 2.506 -0.408 4.649 0.1255 0.0700 0.2718
C 2.100 -0.888 3.413 0.0516 -0.1245 -0.3727
P 0.530 -0.313 2.591 -0.1085 0.0594 0.7802
C 0.579 1.389 3.256 0.1159 0.1560 -0.1650
C 1.654 2.178 2.833 -0.1495 0.0593 -0.0430
C 1.823 3.461 3.331 -0.0469 0.0138 -0.0320
C 0.914 3.976 4.250 -0.0052 -0.0251 -0.0783
C -0.161 3.203 4.660 0.0099 -0.0423 -0.0221
C -0.328 1.910 4.169 -0.0036 0.1085 0.0309
C -0.743 -1.138 3.651 0.1338 -0.2991 -0.1217
C -0.398 -2.222 4.459 -0.0887 -0.0769 0.1245
C -1.370 -2.949 5.142 0.2227 0.0388 -0.0233
C -2.708 -2.614 5.023 -0.0503 0.0523 -0.0494
C -3.068 -1.542 4.217 0.1247 0.1525 -0.1372
C -2.097 -0.815 3.529 -0.1584 -0.0234 0.1338
H 4.739 -2.953 2.806 -0.0723 0.0379 0.0177
H 5.419 -2.097 5.047 0.0331 0.0321 -0.0096
H 3.983 -0.457 6.206 -0.0582 -0.0108 -0.0471
H 1.880 0.308 5.166 0.0297 0.0457 0.0575
H 2.345 1.792 2.092 0.0218 0.0041 0.0285
H 2.647 4.074 2.981 -0.0764 -0.0786 0.0118
H 1.031 4.989 4.614 -0.0262 -0.0143 -0.0093
H -0.885 3.606 5.359 0.0126 -0.0049 -0.0163
H -1.173 1.320 4.498 0.0358 0.0225 0.0191
H 0.638 -2.514 4.547 0.0167 -0.0535 0.0026
H -1.071 -3.782 5.769 0.0009 0.0350 -0.0734
H -3.464 -3.189 5.544 0.0063 0.0389 0.0068
H -4.110 -1.261 4.114 0.0326 -0.0148 -0.0159
H -2.392 0.009 2.891 -0.0250 0.0195 -0.0730
N -1.075 -2.403 0.436 0.7141 -0.1360 -0.2422
N -1.595 -3.588 -0.120 -0.1053 0.1208 -0.1338
C -0.898 -4.443 -0.913 0.0906 0.2984 -0.1969
N -1.630 -5.596 -1.105 -0.0633 -0.2437 0.0474
S 0.583 -4.225 -1.582 -0.0487 0.1647 0.1604
H -0.411 -2.694 1.144 0.2984 -0.1234 0.5893
H -1.849 -1.936 0.878 -0.3600 0.3069 0.0803
H -2.244 -4.048 0.488 -0.2890 -0.1532 0.2474
H -2.632 -5.481 -1.134 -0.0313 0.0464 -0.1149
H -1.259 -6.139 -1.863 0.0183 -0.1350 -0.1161
S 1.802 1.289 -0.567 -0.4344 -0.0306 0.0471
C 1.914 0.756 -2.258 0.0624 -0.1368 0.0144
N 2.952 1.188 -2.927 -0.3987 0.2910 -0.3874
N 2.937 0.844 -4.295 -0.5304 -0.3500 0.3075
C 1.957 1.101 -5.228 0.1952 0.2385 0.0591
C 0.761 1.781 -4.932 0.0141 0.0357 -0.1031
C -0.167 2.027 -5.934 0.0580 -0.0203 -0.0286
C 0.055 1.623 -7.251 0.0706 -0.0125 0.1503
C 1.242 0.962 -7.550 0.0315 -0.0053 0.1091
C 2.180 0.703 -6.559 -0.0735 0.0377 -0.0371
N 0.961 -0.037 -2.823 0.1177 -0.3724 0.2339
N -0.009 -0.503 -2.032 0.2112 -0.4719 -0.3738
C -0.966 -1.275 -2.769 -0.2302 0.2213 -0.2013
C -2.244 -1.484 -2.264 -0.1107 -0.0230 -0.0187
C -3.158 -2.270 -2.951 0.0394 -0.0860 -0.0004
C -2.822 -2.862 -4.165 0.0876 0.0899 0.0830
C -1.560 -2.618 -4.692 0.0001 0.0245 0.0615
C -0.647 -1.826 -4.008 0.2353 -0.0056 -0.0895
H 3.842 0.626 -4.643 0.4000 -0.0252 -0.1488
H 0.558 2.106 -3.920 -0.0155 -0.0101 -0.1192
H -1.089 2.539 -5.669 0.0954 -0.0879 0.0110
H -0.683 1.813 -8.021 0.0142 -0.0077 0.0264
H 1.439 0.632 -8.566 0.0089 0.0144 0.0485
H 3.101 0.176 -6.805 -0.0854 0.0300 0.0221
H -2.540 -0.962 -1.370 -0.0462 0.0384 0.1746
H -4.156 -2.401 -2.543 0.0384 0.0428 -0.0001
H -3.538 -3.476 -4.702 0.0359 0.0542 0.0388
H -1.281 -3.044 -5.651 0.0235 0.0313 0.0415
H 0.331 -1.622 -4.419 -0.0087 -0.0052 -0.0323
```
Forces are in eV/Å.

Output
E_tot	-148135.6782	eV
orbital gap (alpha / beta)	5.0 / 5.0	eV
total charge	-2


# C16H9ClF9HfO3

C16H9ClF9HfO3 as an isolated structure in a non-equilibrium geometry (ωB97M-V/def2-TZVPD, OMol25).

```
39
Properties=species:S:1:pos:R:3:forces:R:3
Hf 0.850 -0.215 0.672 0.8034 0.2167 -0.3140
C 2.755 -0.785 2.021 0.4006 -0.1360 0.1978
C 2.057 0.145 2.806 0.1024 0.1007 0.1993
C 2.092 1.391 2.131 0.0000 0.0594 -0.0139
C 2.854 1.231 0.945 0.1517 0.2117 0.1005
C 3.254 -0.110 0.872 0.4906 -0.0304 0.0432
H 2.926 -1.821 2.273 -0.0720 -0.0282 -0.0489
H 1.599 -0.057 3.762 -0.1240 -0.0108 -0.0526
H 1.697 2.324 2.505 -0.0777 -0.0129 -0.0304
H 3.109 2.004 0.237 -0.1224 -0.0042 -0.0611
H 3.873 -0.540 0.100 -0.0777 -0.0431 -0.0494
F 0.774 -1.115 -4.595 0.0629 0.2030 0.1158
C 0.892 -0.175 -3.654 0.3258 0.0613 -0.2010
F -0.019 0.780 -3.860 0.1577 -0.2031 -0.0119
F 2.105 0.370 -3.740 -0.2362 -0.0590 0.0201
C 0.676 -0.789 -2.251 -0.3987 0.2878 0.4118
O 1.047 0.118 -1.269 -0.6864 -0.1609 -0.6715
C -0.852 -1.162 -2.088 0.4869 -0.2289 -0.4078
F -0.957 -2.042 -1.065 -0.1723 0.2151 0.0867
F -1.559 -0.085 -1.758 0.0025 0.0150 0.0521
F -1.365 -1.712 -3.173 -0.0155 0.0237 0.1755
C 1.556 -2.039 -1.993 -0.0110 -0.1953 -0.3287
F 1.602 -2.227 -0.598 -0.1641 0.0847 -0.1086
F 2.808 -1.856 -2.365 -0.1495 -0.0536 0.0598
F 1.077 -3.144 -2.520 0.1596 0.0987 0.1450
Cl -3.926 3.810 -0.162 0.0400 -0.1020 0.0458
C -3.231 2.376 0.496 -0.1212 0.2662 -0.1314
C -4.039 1.282 0.770 -0.0708 -0.1678 0.0391
C -3.488 0.123 1.299 -0.0420 0.2098 -0.1312
C -2.127 0.050 1.549 -0.1937 -0.1207 0.0661
C -1.335 1.174 1.274 0.3034 -0.1701 0.0044
C -1.872 2.343 0.757 -0.0257 -0.0970 -0.0996
C -1.585 -1.266 2.033 0.5644 0.1708 -0.1823
O -2.207 -2.082 2.625 -0.1204 -0.1141 0.0413
O -0.276 -1.427 1.662 -0.9873 -0.3419 0.5634
H -5.100 1.344 0.567 0.0099 -0.0081 0.0029
H -4.102 -0.741 1.514 -0.0157 0.0218 0.0047
H -0.300 1.307 1.645 -0.1915 0.0521 0.4452
H -1.262 3.217 0.575 0.0141 -0.0104 0.0239
```
Forces are in eV/Å.

Output
E_tot	-61164.2306	eV
orbital gap	8.7	eV
total charge	+1


# C5H7NO

C5H7NO as an isolated structure (ωB97M-V/def2-TZVPD, OMol25).

```
14
Properties=species:S:1:pos:R:3:forces:R:3
N 0.752 -1.132 1.379 -0.1156 -0.1219 -0.0708
C 0.759 -0.179 0.345 -0.0642 -0.2597 0.2146
O 1.680 0.533 -0.401 0.1541 0.0840 -0.0014
C 0.555 1.407 -0.768 -0.1653 0.4164 -0.2869
C -0.377 0.797 0.304 -0.0878 0.1669 0.0457
C -1.342 -0.363 -0.055 0.0173 -0.2027 0.1770
C -0.122 -1.325 0.056 -0.1516 -0.1354 -0.1097
H 1.588 -1.723 1.242 -0.6259 -0.0898 -0.0703
H 0.250 1.228 -1.802 0.0814 0.0720 0.0517
H 0.838 2.444 -0.596 -0.0686 0.0023 -0.1386
H -0.626 1.411 1.170 0.1796 0.0434 -0.1639
H -1.754 -0.279 -1.080 0.3947 -0.2991 0.4207
H -2.183 -0.526 0.624 0.1369 0.0931 0.0723
H -0.018 -2.292 -0.420 0.3149 0.2307 -0.1404
```
Forces are in eV/Å.

Output
E_tot	-8831.9984	eV
orbital gap	9.7	eV
total charge	0


# H22HeO11

H22HeO11 as an isolated structure (ωB97M-V/def2-TZVPD, OMol25).

```
34
Properties=species:S:1:pos:R:3:forces:R:3
He -0.284 0.313 0.592 -0.0269 -0.1704 -0.3416
O -1.448 0.464 -2.112 0.0545 0.5024 -0.0614
H -1.455 0.699 -3.040 -0.1379 0.2784 -0.2795
H -1.036 -0.399 -2.086 0.1379 -0.5034 0.2335
O 0.429 -2.933 0.383 0.3492 -0.2238 0.7698
H 1.008 -3.668 0.184 0.0978 -0.3173 0.1254
H 0.163 -2.598 -0.474 0.0434 0.3919 -0.3926
O 2.648 2.923 -0.257 0.8401 -0.0108 -0.2522
H 3.032 2.365 0.419 0.0788 -0.1251 0.4129
H 3.124 2.696 -1.055 -0.0605 0.0350 -0.4081
O -2.299 1.193 1.945 0.1509 0.1516 0.3570
H -2.120 0.258 2.051 0.1544 -0.2880 0.1128
H -2.734 1.259 1.095 -0.4425 0.1729 -0.1996
O -1.222 -1.808 2.436 -0.2676 0.1999 0.1041
H -1.946 -2.295 2.830 -0.2153 0.0326 0.2647
H -0.752 -2.457 1.913 0.4247 -0.2136 -0.4308
O 3.061 -1.105 1.359 0.1608 0.1673 -0.2250
H 3.855 -1.610 1.533 0.2433 -0.0177 0.1896
H 2.531 -1.675 0.802 -0.4048 -0.2043 -0.1228
O 1.394 1.600 -2.962 0.2267 0.0465 -0.3834
H 0.628 1.523 -2.393 -0.3694 0.1249 0.4252
H 1.864 0.774 -2.845 0.1593 -0.1696 0.0421
O 0.890 0.276 2.717 0.1501 0.3233 0.2664
H 0.220 -0.406 2.668 -0.3336 -0.1755 0.1509
H 1.575 -0.017 2.116 0.3328 -0.1077 0.0641
O 0.293 3.104 0.722 -0.7914 0.2142 0.1516
H 1.110 3.039 0.228 0.1416 0.1413 -0.2212
H -0.079 2.223 0.688 -0.2892 -0.0590 0.4126
O -0.444 -2.079 -1.969 0.0213 0.0329 -0.2237
H -1.166 -2.699 -1.866 -0.5561 -0.1932 0.0011
H -0.097 -2.257 -2.843 0.2932 -0.0908 -0.3526
O -3.616 1.215 -0.555 -0.4656 0.0430 0.2488
H -2.834 0.877 -0.991 0.5132 -0.0651 -0.4362
H -4.292 1.207 -1.233 -0.2133 0.0773 -0.0017
```
Forces are in eV/Å.

Output
E_tot	-22958.4948	eV
orbital gap	8.3	eV
total charge	0


# C4H8O2S

A 2-piece molecular cluster, C4H8O2S overall in a non-equilibrium geometry (ωB97M-V/def2-TZVPD, OMol25).

```
15
Properties=species:S:1:pos:R:3:forces:R:3
O -0.861 2.845 -1.200 -0.6351 0.8917 -0.6650
C 0.267 2.176 -0.878 -2.2685 0.7442 0.6685
C 0.770 1.215 -1.591 1.6074 -0.8778 -0.6375
S 2.293 0.670 -0.845 0.9488 -0.4318 -0.2871
H -1.091 2.784 -2.156 0.4407 -0.1779 1.0699
H 0.612 2.373 0.147 -0.2852 0.2722 -0.6744
H 0.395 0.829 -2.564 0.5446 0.4012 0.8712
H 2.672 1.854 -0.288 -0.1524 -0.5432 -0.4775
C 0.359 -1.761 0.555 1.4987 -0.9839 1.2508
C -0.735 -1.118 -0.194 -0.1159 2.5892 -1.3374
O -1.596 -0.461 0.352 0.1078 -0.8450 0.0784
H 0.435 -1.308 1.556 -0.3580 -0.1835 -0.3095
H 0.096 -2.804 0.680 -0.3111 -0.4304 0.2524
H 1.422 -1.837 0.219 -1.1474 0.5759 -0.6540
H -0.705 -0.994 -1.327 0.1255 -1.0008 0.8512
```
Forces are in eV/Å.

Output
E_tot	-19205.6733	eV
orbital gap	9.1	eV
SMILES string	O/C=C/S.CC=O
total charge	0


# C2H4O4

A 2-piece molecular cluster, C2H4O4 overall in a non-equilibrium geometry (ωB97M-V/def2-TZVPD, OMol25).

```
10
Properties=species:S:1:pos:R:3:forces:R:3
O -2.294 -3.571 3.071 2.8305 1.8414 0.1571
C -1.230 -2.943 3.035 -1.4489 -1.2445 -0.1057
O -0.505 -2.536 4.110 -1.9513 -0.6741 0.1767
H -0.690 -2.652 2.112 -0.3617 -0.1716 0.2671
H -1.110 -2.764 4.868 0.9312 0.2505 -0.4946
O -0.121 -7.163 -3.646 -0.4385 2.1720 -0.8222
C -0.180 -6.063 -4.167 1.4801 -0.5363 0.2874
O 0.532 -4.958 -3.717 -0.7381 -2.1823 0.8092
H -0.652 -5.806 -5.136 -0.1431 -0.2121 0.5423
H 0.924 -5.327 -2.879 -0.1601 0.7569 -0.8173
```
Forces are in eV/Å.

Output
E_tot	-10328.6282	eV
orbital gap	11.7	eV
SMILES string	O=CO.O=CO
total charge	0